ORCA calculation (wB97M-V/def2-TZVPD) on a single C3H8SSi molecule.

Positions of all 13 atoms, in Å:
1 H 0.9184 -0.1799 -1.7297
2 C 1.4176 -0.0102 -0.8196
3 H -2.4293 0.9383 0.6203
4 H -0.8011 -1.3767 2.3363
5 H -1.8390 -2.2568 0.4798
6 S 1.1099 -1.5810 0.1079
7 H 1.3770 1.4344 0.8141
8 H 2.5168 -0.0680 -1.0792
9 Si -0.9525 -1.0631 0.9357
10 H 0.9467 2.1653 -0.7846
11 C 1.0883 1.2886 -0.2328
12 C -1.5616 0.4616 0.2052
13 H -1.7911 0.2476 -0.8533

Computed properties:
HOMO	-8.35	eV
total charge	0
calculated total energy	-21949.72206	eV
LUMO level	-0.0440	Ha
relative energy (zero: lowest compared OMol25 entry of this formula, charge and spin)	90.29	kcal/mol
largest force on an atom	0.0673	hartree/bohr
orbital gap	7.1528	eV